# C12H16N2O

A cluster of 2 separate species, C12H16N2O in total at a distorted geometry (wB97M-V/def2-TZVPD, OMol25).

Summary:
* E_tot: -17731.8524 eV
* E_LUMO: 0.7 eV
* max |F|: 1.46 eV/Å
* ΔE to the lowest compared entry with this formula, charge and spin: 26.3 kJ/mol
* structure (SMILES): Cc1c[nH]c2ccccc12.CCC(N)=O
* HOMO-LUMO gap: 8.743 eV

Each atom is followed by the atoms it is bonded to, with distances in Å.
Positions of all 31 atoms, in Å:
1 C -2.3251 -1.5022 -0.0379  C2 1.501, H11 1.095, H12 1.089, H13 1.089
2 C -1.6230 -0.5875 -0.9983  C1 1.501, C3 1.356, C10 1.437
3 C -1.6422 -0.8002 -2.3376  C2 1.356, N4 1.376, H14 1.078
4 N -1.1050 0.2752 -3.0071  C3 1.376, C5 1.372, H15 1.003
5 C -0.7291 1.2103 -2.0765  N4 1.372, C6 1.379, C10 1.421
6 C -0.2826 2.4972 -2.2919  C5 1.379, C7 1.390, H16 1.087
7 C 0.0374 3.2562 -1.1721  C6 1.390, C8 1.399, H17 1.076
8 C -0.3544 2.8366 0.1041  C7 1.399, C9 1.385, H18 1.083
9 C -0.8768 1.5674 0.2873  C8 1.385, C10 1.390, H19 1.088
10 C -0.9940 0.6867 -0.7821  C2 1.437, C5 1.421, C9 1.390
11 H -1.8642 -2.4953 -0.0262  C1 1.095
12 H -3.3915 -1.6159 -0.2255  C1 1.089
13 H -2.1941 -1.1797 0.9942  C1 1.089
14 H -2.0015 -1.6798 -2.8462  C3 1.078
15 H -0.8073 0.2989 -3.9645  N4 1.003
16 H -0.1864 2.9738 -3.2637  C6 1.087
17 H 0.5407 4.1962 -1.3184  C7 1.076
18 H 0.0215 3.4308 0.9284  C8 1.083
19 H -1.0383 1.2366 1.3115  C9 1.088
20 C 1.6233 -0.0865 2.5950  C21 1.529, H25 1.083, H26 1.082, H27 1.096
21 C 2.4928 -1.2809 2.2030  C20 1.529, C22 1.511, H28 1.097, H29 1.081
22 C 1.8104 -2.3530 1.3850  C21 1.511, N23 1.372, O24 1.213
23 N 0.9228 -1.8683 0.4573  C22 1.372, H30 1.013, H31 1.009
24 O 2.0068 -3.5423 1.5187  C22 1.213
25 H 2.1271 0.5273 3.3314  C20 1.083
26 H 0.6449 -0.4324 2.9010  C20 1.082
27 H 1.4034 0.5606 1.7381  C20 1.096
28 H 3.3390 -0.9569 1.5851  C21 1.097
29 H 2.9488 -1.7006 3.0887  C21 1.081
30 H 0.4934 -2.5386 -0.1687  N23 1.013
31 H 1.0034 -0.9335 0.0876  N23 1.009